# 1
C9H11O3 | ωB97M-V with the def2-TZVPD basis set

The value obtained for the energy above the lowest of the compared OMol25 structures with the same formula, charge and spin is 2.029 eV. The calculation puts the max |F| at 3.92 eV/Å. Its charge is -1. The highest occupied orbital energy comes out at -3.56 eV.

Geometry as XYZ:
```
23
Properties=species:S:1:pos:R:3:forces:R:3
O -1.9287 0.6077 3.0206 -1.1764 -0.3185 0.8144
O -2.6603 0.6391 -4.4724 0.9498 0.0369 1.5408
O -2.2143 -1.3357 -3.5690 -0.0679 -1.8675 0.4581
C -2.1145 -0.1153 -3.5939 -0.4746 1.6308 -1.4197
C -1.1864 0.4576 -2.4686 1.1207 0.2494 0.0513
C 0.1400 1.2190 2.0484 1.6161 -3.5535 -0.3663
C 0.4143 -1.2701 0.9840 2.1311 -0.1342 -1.4844
C 2.7585 -0.6880 0.0583 -0.8149 -0.3318 -2.5803
C 1.3664 0.8328 1.4174 -1.7612 1.5590 0.3884
C 1.5361 -0.4110 0.8467 -1.5050 0.6848 0.8507
C -0.7953 0.2189 2.3737 0.2330 3.0076 -1.2546
C -0.6902 -0.9989 1.7561 -0.5674 -2.8452 0.6876
H 2.5106 -0.9196 -1.0138 -0.2497 -0.2358 0.8457
H 0.4871 -2.0992 0.2720 -0.5179 -0.3688 0.8215
H -0.6539 1.4196 -2.7195 -0.4061 -1.0000 -0.0623
H 3.4012 0.1482 -0.1375 0.3604 0.7065 0.7586
H -2.1563 1.5570 2.9591 0.7804 -0.8439 -0.1993
H -1.3740 -1.8862 1.9747 0.4902 1.7385 -0.5562
H -1.7047 0.6782 -1.5366 -0.5182 -0.0396 -0.0082
H 2.0655 1.6360 1.2206 0.2865 -0.0996 0.0826
H -0.0620 2.1851 2.3572 -0.0568 1.9081 0.5726
H -0.4578 -0.3580 -2.1742 -0.5631 0.9786 -0.5222
H 3.3187 -1.5174 0.3966 0.7111 -0.8619 0.5813
```
Positions in Å, forces in eV/Å.

natural (NBO) atomic charge list, values in e, 4 entries: -0.695, -0.814, -0.776, 0.752

# 2
C3H8BrIO4S2Si2 | ωB97M-V with the def2-TZVPD basis set

The calculation puts the max |F| at 3.08 eV/Å. Its charge is 0. The highest occupied orbital energy comes out at -9.97 eV.

Geometry as XYZ:
```
21
Properties=species:S:1:pos:R:3:forces:R:3
I -1.8537 -0.3252 2.3347 0.1354 -0.1748 -0.4134
Br -1.2550 3.5852 0.0888 0.0103 -0.4259 -0.2824
S -3.1924 -2.1629 -0.7840 0.1867 -0.1430 0.0826
S 2.0578 0.2456 0.9926 0.9719 2.8674 0.5908
Si 0.9447 -1.5928 0.5161 -0.1362 -1.0644 -1.3256
Si -1.7378 -0.7210 -0.0802 -0.0072 -0.0690 -1.4789
O 2.7301 0.1578 2.2810 -0.0475 -1.0112 -0.6564
O -3.4909 2.1389 0.5890 -1.8355 -0.0286 1.1102
O 1.2136 1.4333 0.8626 -0.1826 -1.0632 -0.4882
O -0.2335 -1.2724 -0.6534 -0.2918 0.4481 2.2154
C 3.3196 0.4034 -0.3355 -0.0736 -1.0661 -0.5799
C -2.5210 2.0762 -0.0433 1.6037 -0.3528 -1.5206
C -2.1899 0.9099 -0.9963 0.2226 0.7897 -0.1746
H 4.2958 0.7314 0.0644 -0.7526 0.1097 0.0665
H 2.9181 1.0505 -1.1398 0.2258 -0.1681 0.7175
H -3.1049 0.7597 -1.6147 0.4679 -0.0972 0.6172
H -1.3913 1.1916 -1.7182 -0.2970 -0.2665 0.6796
H 0.4826 -2.3061 1.7026 -0.1168 0.2386 0.1888
H 1.9383 -2.4752 -0.1316 0.0341 0.2345 -0.0685
H -2.4192 -3.2251 -1.1466 0.0073 0.6425 0.3236
H 3.4888 -0.6027 -0.7882 -0.1250 0.6005 0.3962
```
Positions in Å, forces in eV/Å.

natural (NBO) atomic charge list, values in e, 4 entries: -0.118, -0.048, -0.442, 1.745

# 3
C6H7N5 | ωB97M-V with the def2-TZVPD basis set

The value obtained for the energy above the lowest of the compared OMol25 structures with the same formula, charge and spin is 2.152 eV. The calculation puts the max |F| at 4.05 eV/Å. Its charge is 0. The highest occupied orbital energy comes out at -9.29 eV. The structure (SMILES) is [H]/N=C(\NC#N)n1ccnc1C.

Geometry as XYZ:
```
18
Properties=species:S:1:pos:R:3:forces:R:3
N -2.4135 -0.8649 -0.1666 0.3652 0.6046 -0.8548
N 1.3430 1.4335 -0.4441 -2.2435 2.2744 -1.1481
N 1.7853 -0.7393 0.4187 1.3647 1.6327 0.7183
N -0.2816 -0.1695 -0.3475 -1.8212 -0.5795 1.8279
N 3.6718 2.1785 -0.1846 0.1355 -0.0025 -0.2480
C 1.0160 0.1699 -0.0256 0.3702 -2.4417 -0.2322
C 2.5856 1.8461 -0.3710 1.2647 0.6591 0.5135
C -0.8689 -1.3786 1.7865 -0.4739 -0.4194 -2.0547
C -1.2667 -0.8739 0.4203 1.9088 -0.1327 0.0940
C -2.2086 -0.1245 -1.3463 0.0423 -0.4420 1.2726
C -0.9540 0.3429 -1.3967 1.9037 1.2001 -3.3632
H 2.7307 -0.3081 0.6312 -1.1728 -0.8033 -0.2642
H -0.2045 -0.5732 2.0775 0.3654 -0.7152 1.1247
H -0.5068 -2.4334 1.7517 0.4424 1.1355 0.0596
H -0.2662 0.8193 -2.2179 -2.1352 -0.8821 1.4222
H -1.7944 -1.4263 2.2979 -0.7386 0.2728 1.0722
H 0.5963 2.1001 -0.8361 1.6184 -1.5550 1.0485
H -2.9635 0.0015 -2.0474 -1.1962 0.1943 -0.9882
```
Positions in Å, forces in eV/Å.

natural (NBO) atomic charge list, values in e, 4 entries: -0.439, -0.674, -0.643, -0.425

# 4
C8H9NO2 | ωB97M-V with the def2-TZVPD basis set

The value obtained for the energy above the lowest of the compared OMol25 structures with the same formula, charge and spin is 6.874 eV. The calculation puts the max |F| at 3.01 eV/Å. Its charge is 0. The highest occupied orbital energy comes out at -9.77 eV. The structure (SMILES) is C#CC#CC#N.COCOC.

Geometry as XYZ:
```
20
Properties=species:S:1:pos:R:3:forces:R:3
O 1.5564 0.5666 -0.1815 -0.5462 0.6882 -0.1540
O -0.4419 1.6004 -0.5488 0.1402 0.8173 0.1411
N 3.6192 -1.4318 -0.6360 -0.5365 -0.3198 0.0936
C -1.4005 -2.1364 0.1236 -1.1565 -0.3047 0.1358
C 1.8799 1.2854 0.9833 0.4737 0.4054 0.7429
C -1.8355 1.4557 -0.6199 -0.2715 -0.2230 -0.0117
C 2.4872 -1.5923 -0.4633 0.4858 -0.3320 -0.1431
C 1.1314 -1.7862 -0.2580 0.5164 -2.3049 0.2821
C 0.1983 0.3718 -0.3379 -0.5860 2.8105 -0.9031
C -0.0485 -1.9540 -0.0792 0.5236 -2.2484 0.2716
C -2.5917 -2.2992 0.3046 -0.4726 -0.0462 0.0713
H -3.6919 -2.4578 0.4745 1.9985 0.2946 -0.3126
H -2.2512 1.0304 0.3133 0.1096 0.1251 -0.2582
H 2.9838 1.2928 1.0584 -0.6154 -0.0181 -0.0262
H 0.0702 -0.2177 -1.2385 -0.2385 0.4188 -0.0920
H 1.5056 2.3229 0.9259 0.1504 -0.4413 0.0526
H -2.1276 0.8031 -1.4608 0.0350 0.0690 0.1766
H -0.2361 -0.0846 0.5455 -0.2227 0.3866 0.2788
H -2.2632 2.4416 -0.7898 0.0295 -0.0151 0.0568
H 1.4560 0.7892 1.8845 0.1833 0.2381 -0.4021
```
Positions in Å, forces in eV/Å.

natural (NBO) atomic charge list, values in e, 4 entries: -0.530, -0.548, -0.259, -0.130

# 5
C3H4NO4S3 | ωB97M-V with the def2-TZVPD basis set

The value obtained for the energy above the lowest of the compared OMol25 structures with the same formula, charge and spin is 1.148 eV. The calculation puts the max |F| at 3.42 eV/Å. Its charge is -1. The highest occupied orbital energy comes out at -4.14 eV. The structure (SMILES) is O=S(=O)([O-])[C@@]1(S)C=C(S)ON1.

Geometry as XYZ:
```
15
Properties=species:S:1:pos:R:3:forces:R:3
S 1.5436 1.4614 -1.6476 0.6947 -0.7918 0.1715
S -3.3822 0.1217 0.5410 0.4747 0.1384 -2.0155
S 1.3399 -1.2747 -0.1487 -2.8255 0.7751 -0.2863
O 2.5459 -1.3074 -0.9404 0.9294 -0.3925 -1.5867
O 0.2407 -2.2103 -0.4769 1.4773 0.7768 -0.1873
O 1.6464 -1.2230 1.2470 0.2827 -0.0321 2.2618
O -0.9627 1.0252 1.3152 0.0969 -0.0300 1.9097
N 0.4034 1.2162 0.9246 0.7888 0.7009 -0.8133
C -1.6171 0.4175 0.3182 0.7348 0.3206 -1.4999
C 0.5321 0.6458 -0.4290 0.5624 -1.9968 1.5097
C -0.8230 0.3153 -0.7933 -3.2227 -1.1273 0.2693
H -3.6717 0.0710 1.8194 0.8195 0.0382 0.9847
H 1.0485 0.7757 1.6260 -1.2470 -0.1587 -0.9068
H 2.2278 0.2266 -1.6518 0.2565 1.1322 -0.5931
H -1.0716 -0.2610 -1.7036 0.1773 0.6470 0.7822
```
Positions in Å, forces in eV/Å.

natural (NBO) atomic charge list, values in e, 4 entries: -0.117, -0.017, 2.310, -0.996

# 6
C18H20N4O6S | ωB97M-V with the def2-TZVPD basis set

The value obtained for the energy above the lowest of the compared OMol25 structures with the same formula, charge and spin is 17.327 eV. The calculation puts the max |F| at 16.42 eV/Å. Its charge is 0. The highest occupied orbital energy comes out at -7.39 eV.

Geometry as XYZ:
```
49
Properties=species:S:1:pos:R:3:forces:R:3
S -0.8220 -0.2368 -0.2482 -9.3652 -10.9496 -5.7327
O 3.5583 2.3117 1.5021 -1.2996 -1.7030 0.1842
O -4.2285 -2.2056 1.7710 -6.7104 -2.2134 10.6454
O -1.5744 -0.8500 -1.6266 3.4166 3.1852 5.2449
O -6.4931 1.4862 -0.8626 0.6564 -2.2148 2.0209
O 6.9130 0.1118 -0.2506 8.1282 -1.0800 -2.1518
O -1.2864 0.8829 0.3660 -1.0769 5.6107 2.1224
N 4.9397 -0.5578 -0.8357 -7.1899 -6.7520 -5.0477
N 5.2454 1.0158 0.6363 -4.2552 5.1024 3.6928
N -1.0342 -1.6274 0.8195 -3.1643 -0.5995 0.7370
N -4.1573 -1.2304 -0.2701 0.5376 -3.5335 4.5036
C 5.7750 0.2078 -0.3576 -0.6108 5.9298 7.8335
C -4.3554 2.0315 -0.1370 -3.5371 -9.1631 -1.0483
C 3.8175 1.2900 0.8977 3.4418 0.6721 -3.5119
C 6.0654 2.1487 1.3933 1.1242 -0.7985 -5.8460
C -1.0070 -1.2718 2.3063 7.5857 -3.0090 -4.1239
C 1.2741 -1.1649 -1.2273 4.9914 -12.0060 -10.0353
C 1.5199 0.3701 0.4075 5.0243 4.4077 -1.7051
C -3.6055 -2.0594 0.8785 2.9742 4.4496 -11.1044
C -4.9190 3.0480 -0.8365 2.3603 2.0977 3.6356
C -2.3167 -2.6003 0.6106 6.2682 -0.3215 -5.3793
C 2.7361 -1.5104 -1.4170 -3.0387 -0.5674 -1.9102
C -5.4420 -0.6984 -0.0349 -1.3799 2.6234 0.6192
C 3.5011 -0.5535 -0.8318 2.9678 0.5416 1.1827
C 0.7378 -0.4717 -0.3738 1.6089 7.1594 5.9903
C 2.9708 0.4246 -0.0290 -5.1113 0.7808 5.0226
C -5.4042 0.8214 -0.3232 2.5002 4.0401 0.1839
C -6.2083 2.7665 -0.8078 -6.3365 4.0512 -6.1320
C 5.4604 -1.6003 -1.5519 4.5358 -4.1288 -7.2849
H -6.1932 -1.1878 -0.6598 -0.1623 0.2428 -0.1136
H 0.5577 -1.9349 -1.8649 1.7728 2.3724 1.5367
H -0.2238 -0.4572 2.2098 -0.6725 -1.0221 1.7419
H -3.5509 1.7566 0.4576 1.8735 0.4368 0.3450
H -3.5021 -0.8906 -0.8966 1.0771 1.0539 -1.6787
H -1.9190 -3.5320 1.0805 -1.0915 0.8143 -0.0407
H 5.1897 -1.3563 -2.9989 0.4228 -1.0328 4.1604
H -7.1008 3.4739 -1.4081 2.6119 -2.2047 2.0686
H 7.0716 1.8717 0.8979 -1.1833 1.1004 1.6858
H 5.9611 2.1034 2.4081 0.0359 -0.9389 2.5675
H 5.7174 3.2186 1.1564 0.3837 -1.8506 -0.3616
H 5.2859 -2.8360 -1.3737 -0.1487 3.9057 0.0304
H 6.6857 -1.4875 -1.6871 -3.5095 -0.3121 0.8494
H -1.8425 -0.9826 2.6655 -5.8637 2.4330 2.2937
H 3.1180 -2.4088 -2.1679 -1.2814 2.8372 2.3194
H -2.2524 -2.7321 -0.6349 -0.2250 -0.0484 3.4845
H -5.8482 -0.7894 1.0485 1.2056 -0.2985 -1.6120
H 1.2330 1.4345 0.8354 0.0716 -2.8378 -0.1275
H -0.7269 -2.2796 2.8288 0.0601 2.1645 -0.7176
H -4.3805 3.9179 -0.5407 -0.4230 1.5735 -1.0373
```
Positions in Å, forces in eV/Å.

natural (NBO) atomic charge list, values in e, 4 entries: 2.273, -0.567, -0.526, -0.930